ORCA calculation (ωB97M-V/def2-TZVPD) on the molecule C4H10N2S2.

Each atom is followed by the atoms it is bonded to, with distances in Å.
Geometry (Å):
1 C -1.158 -0.845 0.450  C3 1.505, S7 1.746, H9 1.088
2 C 1.503 -0.302 -0.701  N6 1.355, S7 2.136, S8 1.817, H10 1.100
3 C -2.087 -1.316 -0.637  C1 1.505, H11 1.156, H12 1.103, H13 1.075
4 C 1.487 1.607 0.835  N6 1.455, H14 1.128, H15 1.103, H16 1.141
5 N -0.333 1.007 -0.502  N6 1.302, H17 1.054
6 N 0.944 0.863 -0.290  C2 1.355, C4 1.455, N5 1.302
7 S 0.393 -1.642 0.537  C1 1.746, C2 2.136
8 S 3.238 -0.631 -0.276  C2 1.817, H18 1.441
9 H -1.459 -0.557 1.456  C1 1.088
10 H 1.168 -0.577 -1.712  C2 1.100
11 H -2.779 -0.472 -1.016  C3 1.156
12 H -2.840 -2.020 -0.246  C3 1.103
13 H -1.720 -1.549 -1.620  C3 1.075
14 H 0.500 2.075 1.119  C4 1.128
15 H 1.939 0.937 1.586  C4 1.103
16 H 2.074 2.529 0.508  C4 1.141
17 H -0.652 0.480 -1.357  N5 1.054
18 H 3.882 0.273 -1.197  S8 1.441

The LUMO energy is 0.019 Ha. As for the gap between HOMO and LUMO: 8.7 eV. The energy above the lowest of the compared OMol25 structures with the same formula, charge and spin is 92.7 kcal per mole. As for the net charge: 0.

Atomic partial charges in e from the Mulliken method, atoms 1 to 5: atom 1 (C): -0.09, atom 2 (C): -0.39, atom 3 (C): -1.18, atom 4 (C): -0.90, atom 5 (N): -0.95